[1]
{"formula": "C2H3NS", "method": "the ωB97M-V functional and the def2-TZVPD basis", "symbols": ["S", "N", "C", "C", "H", "H", "H"], "positions_angstrom": [[0.8144, -1.4632, -0.1777], [0.5749, 2.2568, 0.0998], [-0.3188, -0.1787, 0.3762], [0.1777, 1.1686, 0.0562], [-0.6137, -0.4519, 1.3282], [-1.6188, -0.5948, -0.3303], [0.9843, -0.7369, -1.3524]], "atomic_forces_ev_per_a": [[0.53, 1.01, -1.32], [-0.34, -1.17, -0.61], [-3.11, -1.57, -4.61], [-0.57, 0.42, 1.69], [-0.35, 0.49, 2.17], [3.63, 1.94, 1.90], [0.22, -1.12, 0.78]], "mulliken_charge": [-0.16, -0.33, -0.51, 0.29, 0.33, 0.23, 0.15], "e_above_lowest_kj_mol": 208.9}

=====

[2]
{"formula": "C4H9N", "method": "the ωB97M-V functional and the def2-TZVPD basis", "symbols": ["N", "C", "C", "C", "C", "H", "H", "H", "H", "H", "H", "H", "H", "H"], "positions_angstrom": [[2.0388, 0.2979, 0.1560], [-0.3004, -0.2051, 0.5864], [-1.0616, 0.8644, -0.1048], [-1.6570, -0.5054, -0.0475], [1.0047, -0.6811, -0.0524], [1.5058, 1.2675, 0.0113], [-1.6093, -1.0703, -0.9967], [1.3692, -1.6173, 0.3285], [0.8002, -0.7651, -1.1167], [2.8637, 0.1945, -0.4519], [-0.2449, -0.0745, 1.6119], [-2.5900, -0.7220, 0.5246], [-0.7809, 1.2702, -1.0233], [-1.3383, 1.7463, 0.5747]], "atomic_forces_ev_per_a": [[-0.99, 3.38, 0.22], [0.48, -0.92, -2.01], [-0.81, 2.00, 2.18], [-0.41, -0.44, 0.14], [-0.74, 0.20, -0.52], [2.25, -2.49, 0.12], [-0.02, 0.43, 0.61], [-0.18, -0.68, 0.20], [-0.21, -0.52, -0.39], [-0.90, 0.27, 0.26], [-0.06, 0.03, 1.93], [1.14, 0.26, -0.25], [0.72, 0.17, -1.57], [-0.27, -1.67, -0.92]], "mulliken_charge": [-0.62, -0.25, -0.51, -0.57, -0.54, 0.26, 0.21, 0.33, 0.25, 0.22, 0.44, 0.25, 0.30, 0.23], "e_above_lowest_kj_mol": 128.5, "smiles": "NCC1CC1"}

=====

[3]
{"formula": "C6H14N2O2", "method": "the ωB97M-V functional and the def2-TZVPD basis", "symbols": ["O", "O", "N", "N", "C", "C", "C", "C", "C", "C", "H", "H", "H", "H", "H", "H", "H", "H", "H", "H", "H", "H", "H", "H"], "positions_angstrom": [[-1.8224, -0.5050, 3.1596], [-0.4177, -0.8800, -1.5911], [0.5981, 1.1146, -1.9458], [-0.0026, -0.0579, 1.9058], [-1.6432, -1.7371, 1.1319], [-0.4962, 1.8723, -1.3598], [1.6605, -0.8222, -2.8146], [0.5897, 0.7118, 2.9577], [-1.1574, -0.7855, 2.1819], [0.5172, -0.2464, -2.0427], [-0.0577, 0.7802, 3.8193], [-0.5851, 1.5950, -0.2986], [1.3398, 1.6801, -2.3043], [-2.6708, -2.0755, 1.2912], [1.3530, -1.1454, -3.8235], [2.1151, -1.7533, -2.4778], [1.5409, 0.3434, 3.3500], [0.5433, -0.3250, 1.1036], [0.7058, 1.7765, 2.6515], [-0.5301, 2.9438, -1.4949], [-1.0311, -2.6357, 1.0152], [2.5016, -0.1439, -2.9687], [-1.5164, -1.2946, 0.1246], [-1.5343, 1.5896, -1.5706]], "atomic_forces_ev_per_a": [[0.00, -0.43, 0.32], [0.18, 0.04, -0.10], [-1.53, 0.63, 0.11], [-0.62, -1.18, 0.20], [0.37, -0.43, -1.25], [-1.47, -0.90, 1.79], [1.03, -0.98, -1.29], [0.50, 1.67, 0.21], [-0.28, 1.05, -0.24], [0.56, 0.71, -0.32], [-0.48, -0.36, -0.03], [0.65, 0.67, 0.19], [0.40, -0.43, -0.31], [0.24, 0.40, 0.19], [-0.36, 0.49, 0.24], [-0.39, 0.05, 0.83], [0.09, -0.16, -0.41], [0.04, -0.04, 0.07], [0.23, -0.63, 0.02], [0.95, 0.17, -0.11], [0.18, 0.00, 0.48], [-0.23, 0.24, 0.13], [-0.41, 0.03, 0.61], [0.38, -0.61, -1.31]], "mulliken_charge": [-0.64, -0.64, -0.15, -0.08, -0.98, -0.73, -1.14, -0.96, 0.78, 0.71, 0.33, 0.11, 0.22, 0.31, 0.27, 0.31, 0.31, 0.16, 0.28, 0.37, 0.31, 0.33, 0.22, 0.28], "e_above_lowest_kj_mol": 107.9, "smiles": "CNC(C)=O.CNC(C)=O"}

=====

Number 1: E_tot -530.8551 Ha. Number 2: E_tot -212.5022 Ha. Number 3: E_tot -497.0164 Ha.